## a
The following is a quantum chemistry calculation of a gas-phase ion, C3H9N2O2 (charge +1), from the Open Molecules 2025 dataset.

Calculated values
Frontier orbital gap ... 10.929 eV
SMILES string ... CC(C)/[N+](O)=N/O
E_LUMO ... -4.9 eV
HOMO energy ... -15.8 eV

Structure (ORCA input):
```
! RIJCOSX wB97M-V def2-TZVPD def2/J DEFGRID3
* xyz 1 1
C 1.4387 0.6069 -0.7393
C -0.9249 -0.2944 -1.3842
C 0.3018 -0.3536 -0.4897
N -0.7455 0.8443 1.2384
N -0.1049 -0.2067 0.9117
O -1.0100 0.8166 2.5154
O 0.0897 -1.1193 1.7719
H 2.3685 0.4095 -0.2086
H 1.6588 0.4146 -1.8546
H 1.0573 1.5563 -0.5561
H -0.5791 -0.5053 -2.3682
H -1.3436 0.6680 -1.5110
H -1.6519 -1.0072 -0.9239
H 0.7007 -1.4792 -0.4432
H -1.5304 1.5315 2.8840
H 0.2748 -1.8821 1.1574
*
```

From a Löwdin analysis of the wavefunction, the atomic charges in e read: atom 1 (C): -0.0111, atom 2 (C): -0.0124, atom 3 (C): -0.3501, atom 4 (N): 0.1548, atom 5 (N): -0.2008, atom 6 (O): 0.1212, atom 7 (O): 0.1821, atom 8 (H): 0.1000, atom 9 (H): 0.1378, atom 10 (H): 0.0657, atom 11 (H): 0.0893, atom 12 (H): 0.0813, atom 13 (H): 0.1182, atom 14 (H): 0.1909, atom 15 (H): 0.1565, atom 16 (H): 0.1766

=====

## b
The following is a quantum chemistry calculation of 2 unconnected molecules or ions with the total composition C3H9N2O2, from the Open Molecules 2025 dataset.

Calculated values
Frontier orbital gap ... 9.493 eV
E_LUMO ... -5.1 eV
HOMO energy ... -14.6 eV

Structure (ORCA input):
```
! RIJCOSX wB97M-V def2-TZVPD def2/J DEFGRID3
* xyz 1 1
C -2.1974 -0.4106 0.0831
C 0.2847 1.2861 -0.1858
C -0.8183 -0.9071 -0.0615
N -2.4890 0.8057 -0.0068
N 0.1957 -0.1499 -0.1874
O -2.9971 -1.3981 0.3274
O 2.7515 -0.8470 -0.1205
H -0.7585 1.6164 -0.1857
H 0.8879 1.6693 0.5531
H 0.8768 1.4669 -1.0332
H -0.6871 -1.9709 -0.1681
H 3.0851 -1.3909 0.5151
H -3.4473 1.1689 0.3205
H -3.8407 -1.0679 0.6640
H 1.1847 -0.3882 -0.1429
H 3.1282 -1.2732 -0.9004
*
```

From a Löwdin analysis of the wavefunction, the atomic charges in e read: atom 1 (C): -0.4857, atom 2 (C): 0.0124, atom 3 (C): 0.1015, atom 4 (N): 0.1751, atom 5 (N): 0.0791, atom 6 (O): 0.1443, atom 7 (O): 0.0353, atom 8 (H): 0.0743, atom 9 (H): 0.0927, atom 10 (H): 0.1059, atom 11 (H): 0.1612, atom 12 (H): 0.0280, atom 13 (H): 0.1445, atom 14 (H): 0.1488, atom 15 (H): 0.0818, atom 16 (H): 0.1009

=====

## c
The following is a quantum chemistry calculation of 2 unconnected molecules or ions with the total composition C3H9N2O2, from the Open Molecules 2025 dataset.

Calculated values
Frontier orbital gap (alpha / beta) ... 8.570 / 7.860 eV
E_LUMO (alpha / beta) ... -6.1 / -7.3 eV
HOMO energy (alpha / beta) ... -14.6 / -15.2 eV

Structure (ORCA input):
```
! RIJCOSX wB97M-V def2-TZVPD def2/J DEFGRID3
* xyz 1 1
C 0.8750 -1.9022 0.1094
C -3.1324 0.4586 0.2899
C 2.5552 0.7460 0.3255
N -1.0490 -0.6212 0.3552
N 0.1421 -0.7450 0.2025
O -1.6265 0.5634 0.3431
O 1.3052 1.0971 0.1604
H 0.3862 -2.7962 -0.3351
H 1.1686 -2.0616 1.1202
H 1.8141 -1.6196 -0.3851
H -3.5300 1.2994 -0.2484
H -3.5609 0.3547 1.2163
H -3.3374 -0.4544 -0.3769
H 2.8675 0.5485 1.3888
H 3.2669 1.5744 0.2885
H 2.9834 -0.0830 -0.2635
*
```

From a Löwdin analysis of the wavefunction, the atomic charges in e read: atom 1 (C): -0.0107, atom 2 (C): 0.0612, atom 3 (C): -0.2226, atom 4 (N): 0.1167, atom 5 (N): 0.0673, atom 6 (O): -0.0347, atom 7 (O): 0.0255, atom 8 (H): 0.1439, atom 9 (H): 0.1134, atom 10 (H): 0.0967, atom 11 (H): 0.0967, atom 12 (H): 0.0623, atom 13 (H): 0.1264, atom 14 (H): 0.1330, atom 15 (H): 0.1378, atom 16 (H): 0.0870

=====

Stability ranking, top and bottom: b is the most stable and c is the least stable.

=====

## a
The following is a quantum chemistry calculation of 2 unconnected molecules or ions with the total composition C3H9N2O2, from the Open Molecules 2025 dataset.

Calculated values
Frontier orbital gap ... 11.879 eV
E_LUMO ... -3.1 eV
HOMO energy ... -15.0 eV

Structure (ORCA input):
```
! RIJCOSX wB97M-V def2-TZVPD def2/J DEFGRID3
* xyz 1 1
C 0.9130 -1.1745 -1.9249
C -0.1386 -0.6313 -2.5081
N 1.0062 -1.2205 -0.4609
H 1.7614 -1.5683 -2.4613
H -0.2232 -0.6753 -3.5788
H -0.9376 -0.1657 -1.9463
H 1.7176 -0.6099 -0.0505
H 0.1114 -0.8198 -0.0447
H 1.1582 -2.1731 -0.1284
N -1.4452 1.7302 2.1762
C -0.7488 0.8587 1.4473
O 0.6298 1.0305 1.5414
O -1.2101 -0.0172 0.7519
H -0.9630 2.4761 2.6494
H -2.4379 1.8234 2.0435
H 0.8068 1.1366 2.4943
*
```

From a Löwdin analysis of the wavefunction, the atomic charges in e read: atom 1 (C): -0.1371, atom 2 (C): 0.0888, atom 3 (N): 0.1748, atom 4 (H): 0.1200, atom 5 (H): 0.0824, atom 6 (H): 0.0769, atom 7 (H): 0.1571, atom 8 (H): 0.1015, atom 9 (H): 0.1740, atom 10 (N): 0.2173, atom 11 (C): -0.6028, atom 12 (O): 0.0737, atom 13 (O): 0.0736, atom 14 (H): 0.1293, atom 15 (H): 0.1383, atom 16 (H): 0.1322

=====

## b
The following is a quantum chemistry calculation of 2 unconnected molecules or ions with the total composition C3H9N2O2, from the Open Molecules 2025 dataset.

Calculated values
Frontier orbital gap ... 7.812 eV
E_LUMO ... -6.5 eV
HOMO energy ... -14.3 eV

Structure (ORCA input):
```
! RIJCOSX wB97M-V def2-TZVPD def2/J DEFGRID3
* xyz 1 1
C 2.3343 0.2079 -0.2257
C 0.2342 1.6296 -0.9150
C 0.9573 0.4295 -0.8436
N -1.2936 -0.9310 1.5110
N -1.2302 -0.8172 0.3290
O -2.4557 -1.4931 2.0065
O -2.0386 -1.4009 -0.4822
H 2.4937 -0.8945 -0.2471
H 3.2457 0.6279 -0.6496
H 2.4298 0.6436 0.7528
H 0.5938 2.3651 -0.2729
H -0.8253 1.4395 -0.6535
H 0.1952 2.0043 -2.0385
H 0.5394 -0.4662 -1.1637
H -2.4300 -1.4268 2.9451
H -2.7500 -1.9177 -0.0528
*
```

From a Löwdin analysis of the wavefunction, the atomic charges in e read: atom 1 (C): 0.0117, atom 2 (C): -0.0255, atom 3 (C): 0.0503, atom 4 (N): -0.0151, atom 5 (N): -0.1487, atom 6 (O): 0.0175, atom 7 (O): 0.0555, atom 8 (H): 0.1101, atom 9 (H): 0.1209, atom 10 (H): 0.1071, atom 11 (H): 0.0825, atom 12 (H): 0.1160, atom 13 (H): 0.2034, atom 14 (H): 0.0866, atom 15 (H): 0.0970, atom 16 (H): 0.1308

=====

## c
The following is a quantum chemistry calculation of a gas-phase ion, C3H9N2O2 (charge +1), from the Open Molecules 2025 dataset.

Calculated values
Frontier orbital gap ... 10.635 eV
SMILES string ... COC(=[NH2+])CON
E_LUMO ... -3.6 eV
HOMO energy ... -14.2 eV

Structure (ORCA input):
```
! RIJCOSX wB97M-V def2-TZVPD def2/J DEFGRID3
* xyz 1 1
C -0.4678 0.4422 0.5182
C 0.3296 -0.4413 -0.4330
C -1.5349 -1.7548 -1.1706
N 1.1728 2.0529 1.3523
N 1.6038 -0.1773 -0.5221
O 0.2442 0.9610 1.6099
O -0.1550 -1.3803 -1.1576
H -0.9465 1.2356 -0.0797
H -1.2625 -0.1452 0.9932
H -2.1424 -0.9813 -1.6410
H -1.9034 -1.9678 -0.1663
H -1.5674 -2.6639 -1.7700
H 1.7844 2.0199 2.1661
H 2.2113 -0.7099 -1.1330
H 0.6450 2.9252 1.3977
H 1.9889 0.5851 0.0361
*
```

From a Löwdin analysis of the wavefunction, the atomic charges in e read: atom 1 (C): -0.1100, atom 2 (C): -0.2839, atom 3 (C): 0.0153, atom 4 (N): 0.0654, atom 5 (N): 0.2850, atom 6 (O): -0.1629, atom 7 (O): 0.0424, atom 8 (H): 0.1621, atom 9 (H): 0.1472, atom 10 (H): 0.1160, atom 11 (H): 0.1080, atom 12 (H): 0.1152, atom 13 (H): 0.1094, atom 14 (H): 0.1642, atom 15 (H): 0.1060, atom 16 (H): 0.1206

=====

Stability ranking, top and bottom: a is the most stable and b is the least stable.

=====

## a
The following is a quantum chemistry calculation of 2 unconnected molecules or ions with the total composition C4H10O5, from the Open Molecules 2025 dataset.

Calculated values
Frontier orbital gap ... 10.816 eV
SMILES string ... CCC(O)(O)OO.C=O
E_LUMO ... 0.5 eV
HOMO energy ... -10.4 eV

Structure (ORCA input):
```
! RIJCOSX wB97M-V def2-TZVPD def2/J DEFGRID3
* xyz 0 1
C -1.5260 2.2492 0.4956
C -0.5762 -1.0919 -0.3066
C -0.5328 -1.7610 1.0603
O -1.4429 2.1448 -0.6915
H -0.0068 1.1255 -1.4915
H -0.7766 1.8223 1.1821
H -2.3517 2.7979 0.9791
H -0.8021 -1.8239 -1.0833
H -1.3445 -0.3169 -0.3263
H -0.4157 -1.0218 1.8487
H -1.4505 -2.3197 1.2322
H 0.3115 -2.4409 1.1038
C 0.7746 -0.4670 -0.6965
O 1.3828 0.1154 0.4940
O 1.5814 1.5062 0.4029
O 1.6036 -1.4840 -1.1068
O 0.6836 0.4669 -1.6990
H 2.5142 1.6027 0.1507
H 2.3742 -1.1038 -1.5479
*
```

From a Löwdin analysis of the wavefunction, the atomic charges in e read: atom 1 (C): -0.1005, atom 2 (C): -0.1362, atom 3 (C): -0.0830, atom 4 (O): 0.0058, atom 5 (H): 0.0753, atom 6 (H): 0.0869, atom 7 (H): 0.0904, atom 8 (H): 0.1269, atom 9 (H): 0.0974, atom 10 (H): 0.0698, atom 11 (H): 0.0736, atom 12 (H): 0.0794, atom 13 (C): -0.6570, atom 14 (O): -0.0795, atom 15 (O): -0.0234, atom 16 (O): 0.0783, atom 17 (O): 0.0626, atom 18 (H): 0.1129, atom 19 (H): 0.1204

=====

## b
The following is a quantum chemistry calculation of 3 unconnected molecules or ions with the total composition C4H10O5, from the Open Molecules 2025 dataset.

Calculated values
Frontier orbital gap ... 9.288 eV
SMILES string ... O=C(O)O.C=CO.CO
E_LUMO ... 0.3 eV
HOMO energy ... -9.0 eV

Structure (ORCA input):
```
! RIJCOSX wB97M-V def2-TZVPD def2/J DEFGRID3
* xyz 0 1
C -1.0145 0.7490 0.9189
C 0.2166 0.9501 -1.0673
C -0.5737 0.6372 -2.0935
O -0.1388 0.7336 1.7783
O -1.7763 1.8387 0.7531
O -1.6825 -0.3997 0.5594
O 0.6482 2.2222 -0.8428
H 1.1371 -0.2569 1.2697
H -2.4307 1.6777 0.0589
H -1.4924 -1.0911 1.2097
H 1.1573 2.2465 -0.0216
H -1.0031 1.3973 -2.7244
H -0.8603 -0.3855 -2.2659
C 1.3622 -2.1423 0.6203
O 1.6750 -0.7593 0.5893
H 0.8947 0.0992 -0.5918
H 2.0433 -2.6441 -0.0736
H 0.3291 -2.3225 0.2997
H 1.5085 -2.5499 1.6237
*
```

From a Löwdin analysis of the wavefunction, the atomic charges in e read: atom 1 (C): -0.6434, atom 2 (C): -0.3385, atom 3 (C): 0.0371, atom 4 (O): 0.0804, atom 5 (O): 0.1526, atom 6 (O): 0.0942, atom 7 (O): 0.0123, atom 8 (H): 0.0572, atom 9 (H): 0.1381, atom 10 (H): 0.1277, atom 11 (H): 0.1080, atom 12 (H): 0.0639, atom 13 (H): 0.0590, atom 14 (C): -0.1345, atom 15 (O): -0.1819, atom 16 (H): 0.1284, atom 17 (H): 0.0865, atom 18 (H): 0.0702, atom 19 (H): 0.0829

=====

Stability ranking, top and bottom: b is the most stable and a is the least stable.

=====

## a
The following is a quantum chemistry calculation of 2 unconnected molecules or ions with the total composition C5H11O3, from the Open Molecules 2025 dataset.

Calculated values
Frontier orbital gap ... 8.459 eV
E_LUMO ... 4.0 eV
HOMO energy ... -4.5 eV

Structure (ORCA input):
```
! RIJCOSX wB97M-V def2-TZVPD def2/J DEFGRID3
* xyz -1 1
C 1.3479 2.7010 -2.4205
C 0.9299 1.7269 -1.2275
O 1.8660 1.2906 -0.5312
O -0.2979 1.8541 -0.7948
H 0.3444 2.8873 -3.0606
H 2.2854 2.3319 -2.7305
H 1.4024 3.6544 -1.8840
C -0.6245 -0.9695 1.3513
C -1.6202 -2.0310 1.7265
C 0.5809 -1.6104 0.5728
O -1.4023 -0.1387 0.5162
H -0.4064 -0.2602 2.2046
H -2.4429 -1.8798 1.0455
H 0.1872 -1.9222 -0.5801
H 1.3533 -0.8802 0.4962
H 0.8513 -2.4639 1.0823
H -0.8367 0.3866 -0.1114
H -2.2351 -1.6096 2.6431
H -1.2828 -3.0674 1.7022
*
```

From a Löwdin analysis of the wavefunction, the atomic charges in e read: atom 1 (C): -0.0546, atom 2 (C): -0.6977, atom 3 (O): -0.0788, atom 4 (O): -0.1442, atom 5 (H): 0.1033, atom 6 (H): 0.0249, atom 7 (H): 0.0468, atom 8 (C): -0.5122, atom 9 (C): -0.1002, atom 10 (C): -0.0482, atom 11 (O): -0.1290, atom 12 (H): 0.1433, atom 13 (H): 0.0536, atom 14 (H): 0.1565, atom 15 (H): 0.0286, atom 16 (H): 0.0111, atom 17 (H): 0.0309, atom 18 (H): 0.1050, atom 19 (H): 0.0610

=====

## b
The following is a quantum chemistry calculation of 2 unconnected molecules or ions with the total composition C5H11O3, from the Open Molecules 2025 dataset.

Calculated values
Frontier orbital gap ... 8.203 eV
E_LUMO ... 3.9 eV
HOMO energy ... -4.3 eV

Structure (ORCA input):
```
! RIJCOSX wB97M-V def2-TZVPD def2/J DEFGRID3
* xyz -1 1
C -0.3157 1.8781 -0.7392
C -0.6419 2.3289 0.6660
C 1.1644 1.4710 -0.9267
O -1.1918 0.8818 -1.2009
H -0.5192 2.7455 -1.4061
H -0.5505 1.4888 1.3591
H 1.0790 0.7222 -1.7081
H 1.8375 2.3332 -1.0398
H 1.5903 1.1658 0.0374
H -1.3319 0.1969 -0.4825
H -1.5580 2.9076 0.7912
H 0.1452 3.0136 1.0373
C 0.2122 -2.7371 -0.4355
C 0.2761 -1.7301 0.6992
O 1.1925 -1.8481 1.5357
O -0.7007 -0.9134 0.8340
H 0.8287 -2.5997 -1.3219
H -0.8229 -2.9180 -0.7340
H 0.5428 -3.6683 0.0405
*
```

From a Löwdin analysis of the wavefunction, the atomic charges in e read: atom 1 (C): -0.5294, atom 2 (C): -0.0827, atom 3 (C): -0.0565, atom 4 (O): -0.1006, atom 5 (H): 0.1227, atom 6 (H): 0.0697, atom 7 (H): 0.0753, atom 8 (H): 0.0629, atom 9 (H): 0.0728, atom 10 (H): 0.0665, atom 11 (H): 0.0666, atom 12 (H): 0.0723, atom 13 (C): -0.0492, atom 14 (C): -0.7562, atom 15 (O): -0.0836, atom 16 (O): -0.1257, atom 17 (H): 0.0572, atom 18 (H): 0.0589, atom 19 (H): 0.0589

=====

Stability ranking, top and bottom: b is the most stable and a is the least stable.

=====

## a
The following is a quantum chemistry calculation of a molecular structure, C6H11N4, from the Open Molecules 2025 dataset.

Calculated values
Frontier orbital gap ... 9.246 eV
E_LUMO ... -4.4 eV
HOMO energy ... -13.7 eV

Structure (ORCA input):
```
! RIJCOSX wB97M-V def2-TZVPD def2/J DEFGRID3
* xyz 1 1
C 0.6742 -1.6566 -0.1053
C 1.4496 0.8139 0.6796
C 2.4694 -0.3187 0.6132
C -0.0437 -0.5357 -0.7847
C 0.6021 0.8626 -0.6505
C -2.7829 -0.7925 0.2597
N 1.8262 -1.5669 0.3564
N -1.6222 1.2255 -0.0974
N -0.5677 1.7148 -0.5874
N -1.5978 -0.0106 0.1442
H 0.2294 -2.5473 -0.2933
H 0.6798 0.8196 1.4086
H 1.8282 1.8580 0.7125
H 3.0902 -0.0297 -0.2349
H 2.9771 -0.3031 1.5537
H -0.5986 -0.6958 -1.7800
H 1.1269 1.1508 -1.4884
H -2.5613 -1.8079 0.2634
H -3.4415 -0.4370 -0.4739
H -3.2648 -0.5335 1.2190
H -0.4727 2.7900 -0.7144
*
```

From a Löwdin analysis of the wavefunction, the atomic charges in e read: atom 1 (C): -0.1193, atom 2 (C): -0.1094, atom 3 (C): -0.1694, atom 4 (C): 0.0430, atom 5 (C): -0.2384, atom 6 (C): -0.0049, atom 7 (N): 0.1035, atom 8 (N): 0.0823, atom 9 (N): 0.0408, atom 10 (N): -0.0384, atom 11 (H): 0.0877, atom 12 (H): 0.1029, atom 13 (H): 0.1327, atom 14 (H): 0.1400, atom 15 (H): 0.1233, atom 16 (H): 0.1750, atom 17 (H): 0.1328, atom 18 (H): 0.0791, atom 19 (H): 0.0842, atom 20 (H): 0.1191, atom 21 (H): 0.2330

=====

## b
The following is a quantum chemistry calculation of a gas-phase ion, C6H11N4 (charge +1), from the Open Molecules 2025 dataset.

Calculated values
Frontier orbital gap ... 9.235 eV
SMILES string ... CN/C(=[NH+]\C)n1ccnc1
E_LUMO ... -3.8 eV
HOMO energy ... -13.1 eV

Structure (ORCA input):
```
! RIJCOSX wB97M-V def2-TZVPD def2/J DEFGRID3
* xyz 1 1
C 2.3516 -1.0009 -2.5607
C 1.0350 -0.9005 -2.1316
C 2.4901 -0.2442 -0.5344
C 0.0842 -0.1648 0.0124
C 0.2852 2.2946 0.4628
C -1.9436 -1.2649 1.0330
N 3.2092 -0.5942 -1.5448
N 1.1045 -0.3807 -0.8423
N -0.1234 0.9854 0.6708
N -0.7675 -1.2022 0.2050
H 2.8703 -1.5170 -3.3879
H 0.1867 -0.8240 -2.7532
H 2.8762 0.0365 0.3131
H 0.3367 2.8615 1.4664
H 1.3135 2.2740 0.0599
H -0.4553 2.7723 -0.2681
H -1.6489 -1.5885 1.9974
H -2.5696 -1.9781 0.5757
H -2.3440 -0.3466 1.2319
H -1.0451 0.8050 1.1509
H -0.4024 -2.1585 0.0818
*
```

From a Löwdin analysis of the wavefunction, the atomic charges in e read: atom 1 (C): -0.0735, atom 2 (C): -0.0250, atom 3 (C): -0.0891, atom 4 (C): -0.2560, atom 5 (C): -0.0566, atom 6 (C): -0.0134, atom 7 (N): 0.0910, atom 8 (N): -0.0022, atom 9 (N): 0.0466, atom 10 (N): 0.0723, atom 11 (H): 0.1268, atom 12 (H): 0.1141, atom 13 (H): 0.0841, atom 14 (H): 0.1368, atom 15 (H): 0.0984, atom 16 (H): 0.1322, atom 17 (H): 0.1048, atom 18 (H): 0.1033, atom 19 (H): 0.0615, atom 20 (H): 0.1591, atom 21 (H): 0.1847

=====

Stability ranking, top and bottom: b is the most stable and a is the least stable.